Model i:
Computed, not measured: a cluster of 3 separate species, C2H10N2O3 in total, with ωB97M-V with the def2-TZVPD basis set.

Each line ends with the natural charge from an NBO analysis.
CARTESIAN COORDINATES (ANGSTROEM)
C: -1.10 2.03 -0.30  -0.513
N: -1.30 1.04 0.67  -0.037
N: -1.37 -0.27 -0.73  -0.286
O: -0.10 0.93 1.44  -0.611
O: -1.88 -1.57 -0.81  -0.548
H: -0.39 0.49 2.25  0.486
H: -2.80 -1.46 -1.06  0.470
H: -0.35 -0.44 -0.77  0.356
H: -0.17 2.59 -0.20  0.213
H: -1.07 1.40 -1.28  0.251
H: -2.01 2.64 -0.40  0.221
C: 2.26 -1.55 0.19  -0.248
O: 1.63 -0.40 -0.35  -0.755
H: 1.35 0.17 0.38  0.489
H: 1.63 -2.06 0.93  0.162
H: 3.22 -1.30 0.65  0.164
H: 2.43 -2.24 -0.63  0.185

The total charge is 0. The calculation puts the LUMO energy (alpha / beta) at 0.78 / 0.78 eV.


Model ii:
Computed, not measured: a cluster of 3 separate species, C2H10N2O3 in total, with ωB97M-V with the def2-TZVPD basis set.

Each line ends with the natural charge from an NBO analysis.
CARTESIAN COORDINATES (ANGSTROEM)
O: -2.11 -1.72 0.87  -0.640
C: -1.69 -1.36 -0.25  0.521
N: -0.89 -0.29 -0.51  -0.633
C: -0.72 0.66 0.60  -0.072
N: 0.24 0.03 1.62  -0.865
H: -1.81 -2.13 -1.12  0.126
H: -0.59 -0.22 -1.45  0.433
H: -1.67 0.77 1.18  0.199
H: -0.40 1.69 0.26  0.217
H: 0.08 0.54 2.50  0.352
H: -0.14 -0.83 1.91  0.381
H: 1.56 1.04 -1.44  0.502
H: 2.16 1.42 -2.84  0.475
O: 1.33 1.17 -2.39  -0.988
H: 3.32 1.20 0.53  0.465
H: 2.08 0.56 1.00  0.504
O: 2.57 0.80 0.20  -0.977

The SMILES is NCNC=O.O.O. The total charge is 0. The calculation puts the LUMO energy at 0.74 eV.


The structure with the least stability is model i.


Model i:
Computed, not measured: the ion C2H6N5 with charge +1, with ωB97M-V with the def2-TZVPD basis set.

Each line ends with the natural charge from an NBO analysis.
CARTESIAN COORDINATES (ANGSTROEM)
C: 2.33 1.29 0.10  0.083
C: -0.32 -0.31 -0.04  0.485
N: 2.31 0.10 0.08  -0.034
N: 0.56 -1.19 0.10  -0.291
N: 1.87 -1.11 0.00  -0.163
N: -0.62 0.98 -0.39  -0.824
N: -1.66 -1.12 -0.01  -0.678
H: 2.65 2.19 0.61  0.278
H: -1.54 1.37 -0.33  0.413
H: 0.09 1.64 -0.08  0.409
H: -1.79 -1.37 -0.94  0.438
H: -2.39 -0.53 0.41  0.431
H: -1.49 -1.92 0.49  0.453

The total charge is +1. The calculation puts the LUMO energy (alpha / beta) at -3.93 / -3.93 eV.


Model ii:
Computed, not measured: the ion C2H6N5 with charge +1, with ωB97M-V with the def2-TZVPD basis set.

Each line ends with the natural charge from an NBO analysis.
CARTESIAN COORDINATES (ANGSTROEM)
C: -1.37 0.16 2.49  0.018
C: 0.29 0.01 -0.55  0.485
N: -1.43 0.68 1.44  -0.031
N: -0.78 0.69 -0.67  -0.340
N: -1.70 0.94 0.31  -0.131
N: 0.71 -0.76 0.45  -0.809
N: 0.92 -0.15 -1.89  -0.716
H: -1.38 0.35 3.53  0.262
H: 0.14 -0.53 1.26  0.428
H: 1.70 -1.12 0.41  0.428
H: 1.70 -0.70 -2.02  0.440
H: 1.11 0.84 -2.19  0.474
H: 0.08 -0.42 -2.56  0.493

The total charge is +1. The calculation puts the LUMO energy at -3.98 eV.


The structure with the least stability is model ii.


Model i:
Computed, not measured: a cluster of 2 separate species, C2H3ClNOP in total, with ωB97M-V with the def2-TZVPD basis set.

Each line ends with the natural charge from an NBO analysis.
CARTESIAN COORDINATES (ANGSTROEM)
C: -2.16 1.07 -0.05  -0.140
C: 1.96 -1.16 1.24  -0.481
N: -2.85 1.46 0.78  -0.217
O: -1.61 -0.37 -2.22  -0.921
P: -1.01 0.62 -1.37  1.519
Cl: -0.76 2.43 -2.33  -0.244
H: 1.43 -1.42 2.13  0.167
H: 2.06 -1.83 0.38  0.165
H: 2.93 -0.80 1.44  0.153

The total charge is 0. The calculation puts the LUMO energy (alpha / beta) at -3.14 / -0.63 eV.


Model ii:
Computed, not measured: an isolated molecule of C2H3ClNOP, with ωB97M-V with the def2-TZVPD basis set.

Each line ends with the natural charge from an NBO analysis.
CARTESIAN COORDINATES (ANGSTROEM)
C: -0.76 -0.34 1.25  -0.063
C: 0.11 -0.73 0.00  -0.091
N: -0.48 -0.70 2.37  -0.178
O: 0.19 0.29 -0.93  -0.800
P: 1.44 1.30 -1.18  0.805
Cl: 0.49 2.57 -2.35  -0.281
H: -1.64 0.23 0.95  0.206
H: 1.08 -1.05 0.36  0.194
H: -0.42 -1.56 -0.47  0.207

The total charge is 0. The calculation puts the LUMO energy (alpha / beta) at -0.67 / -0.73 eV.


The structure with the least stability is model i.


Model i:
Computed, not measured: a cluster of 2 separate species, C4H12N4O in total, with ωB97M-V with the def2-TZVPD basis set.

Each line ends with the natural charge from an NBO analysis.
CARTESIAN COORDINATES (ANGSTROEM)
C: -1.74 -0.99 1.14  -0.130
C: -1.42 0.53 -0.87  -0.687
C: -1.26 0.34 0.60  0.327
O: -0.83 -1.98 0.66  -0.728
N: -0.75 1.25 1.31  -0.649
H: -1.21 -2.85 0.78  0.480
H: -0.71 1.02 2.31  0.341
H: -2.76 -1.19 0.78  0.179
H: -1.76 -0.98 2.24  0.168
H: -2.47 0.48 -1.15  0.227
H: -1.01 1.50 -1.18  0.239
H: -0.90 -0.27 -1.40  0.246
C: 1.89 0.51 -0.95  0.516
N: 1.84 1.72 -0.30  -0.838
N: 2.01 -0.70 -0.13  -0.912
N: 2.30 0.24 -2.11  -0.698
H: 1.83 2.48 -0.96  0.389
H: 1.10 1.80 0.40  0.409
H: 2.07 -0.57 0.88  0.369
H: 1.34 -1.45 -0.27  0.393
H: 2.44 -0.90 -1.76  0.359

The SMILES is [H]/N=C(/C)CO.N=C(N)N. The total charge is 0. The calculation puts the LUMO energy at 0.31 eV.


Model ii:
Computed, not measured: a cluster of 2 separate species, C4H12N4O in total, with ωB97M-V with the def2-TZVPD basis set.

Each line ends with the natural charge from an NBO analysis.
CARTESIAN COORDINATES (ANGSTROEM)
C: 1.42 -1.61 -0.26  -0.721
C: 1.34 -0.08 -0.23  0.669
N: 1.48 0.36 1.17  -0.904
O: 1.84 0.59 -1.14  -0.611
H: 1.60 -0.29 1.93  0.391
H: 1.66 1.35 1.29  0.389
H: 1.38 -1.96 -1.29  0.223
H: 0.59 -2.04 0.30  0.223
H: 2.36 -1.92 0.18  0.246
C: -0.77 2.03 -0.55  -0.652
C: -0.74 0.56 -0.24  0.239
N: -1.40 -0.94 1.40  -0.635
N: -1.37 -0.25 -1.21  -0.867
N: -0.96 0.30 1.09  -0.165
H: -1.79 -0.98 2.33  0.380
H: -1.90 -1.45 0.67  0.358
H: -0.91 -1.12 -1.44  0.377
H: -1.57 0.24 -2.07  0.386
H: -1.77 2.36 -0.83  0.213
H: -0.43 2.61 0.31  0.233
H: -0.09 2.23 -1.38  0.229

The SMILES is C/C(N)=N/N.CC(N)=O. The total charge is 0. The calculation puts the LUMO energy at 0.39 eV.


Model iii:
Computed, not measured: a cluster of 2 separate species, C4H12N4O in total, with ωB97M-V with the def2-TZVPD basis set.

Each line ends with the natural charge from an NBO analysis.
CARTESIAN COORDINATES (ANGSTROEM)
C: -2.26 1.16 0.19  -0.665
N: -1.42 -1.69 -0.28  -0.813
C: -0.84 -0.89 0.70  -0.116
C: -1.24 0.41 0.96  -0.071
H: -0.77 -2.43 -0.55  0.368
H: -1.64 -1.16 -1.12  0.370
H: -0.40 -1.46 1.52  0.216
H: -0.92 0.85 1.89  0.194
H: -3.27 0.96 0.57  0.226
H: -2.24 0.91 -0.87  0.222
H: -2.08 2.24 0.26  0.224
C: 1.19 -0.27 -0.13  0.712
N: 1.75 -1.24 -0.93  -0.804
N: 1.86 -0.19 1.11  -0.864
O: 1.63 1.80 -0.97  -0.646
N: 0.61 0.79 -0.77  -0.590
H: 1.21 2.37 -1.63  0.470
H: 1.55 0.65 1.59  0.392
H: 2.86 -0.13 0.99  0.384
H: 1.81 -0.98 -1.90  0.410
H: 2.59 -1.70 -0.60  0.380

The SMILES is NC(N)=NO.C/C=C\N. The total charge is 0. The calculation puts the LUMO energy (alpha / beta) at 0.02 / -0.06 eV.


Model iv:
Computed, not measured: an isolated molecule of C4H12N4O, with ωB97M-V with the def2-TZVPD basis set.

Each line ends with the natural charge from an NBO analysis.
CARTESIAN COORDINATES (ANGSTROEM)
C: -0.81 1.62 0.10  0.313
C: 1.44 -2.11 0.97  -0.415
C: -0.64 -2.05 -0.33  -0.414
N: 0.53 -1.34 0.15  -0.435
N: -0.07 0.56 -1.04  -0.771
C: 0.92 -0.14 -0.35  0.771
N: 0.13 2.52 0.62  -0.830
N: -1.95 2.24 -0.43  -0.815
O: 1.97 0.40 0.02  -0.695
H: 0.41 1.20 -1.67  0.364
H: -1.08 0.88 0.85  0.173
H: 1.02 2.03 0.81  0.410
H: 0.31 3.30 0.00  0.355
H: -2.63 1.58 -0.76  0.381
H: -1.74 2.93 -1.14  0.362
H: 1.85 -2.95 0.41  0.188
H: 2.25 -1.46 1.29  0.247
H: -1.28 -2.33 0.51  0.189
H: -0.33 -2.96 -0.85  0.186
H: -1.20 -1.41 -1.01  0.243
H: 0.91 -2.49 1.85  0.193

The SMILES is CN(C)C(=O)NC(N)N. The total charge is 0. The calculation puts the LUMO energy at 0.91 eV.


The structure with the least stability is model iii.


Model i:
Computed, not measured: a cluster of 2 separate species, C3H3NO4 in total, with ωB97M-V with the def2-TZVPD basis set.

Each line ends with the natural charge from an NBO analysis.
CARTESIAN COORDINATES (ANGSTROEM)
C: 0.38 -0.07 0.09  -0.037
C: 1.64 0.38 0.63  0.320
C: -0.32 1.02 -0.77  0.738
H: -1.45 -2.06 1.34  0.526
H: 2.02 1.52 0.96  0.224
H: -2.04 -0.06 -0.98  0.486
N: -0.06 -1.10 0.60  -0.045
O: -1.21 -1.65 0.01  -0.524
O: 2.43 -0.72 0.85  -0.481
O: -1.52 0.69 -1.66  -0.715
O: 0.15 2.06 -1.07  -0.491

The total charge is 0. The calculation puts the LUMO energy at -1.35 eV.


Model ii:
Computed, not measured: an isolated molecule of C3H3NO4, with ωB97M-V with the def2-TZVPD basis set.

Each line ends with the natural charge from an NBO analysis.
CARTESIAN COORDINATES (ANGSTROEM)
C: -1.91 -0.17 -0.08  0.633
C: 0.84 1.44 0.31  0.495
C: 1.20 -1.06 -0.31  0.525
H: -2.70 -0.94 0.66  0.158
H: 0.25 2.09 1.09  0.185
H: 0.47 -2.02 -0.21  0.139
N: 0.44 0.08 0.05  -0.241
O: -2.11 0.43 -1.17  -0.512
O: -0.66 -0.44 0.68  -0.376
O: 1.78 1.81 -0.47  -0.500
O: 2.40 -1.22 -0.55  -0.506

The SMILES is O=CON(C=O)C=O. The total charge is 0. The calculation puts the LUMO energy at -0.23 eV.


The structure with the least stability is model i.


Model i:
Computed, not measured: the ion C3H8N with charge +1, with ωB97M-V with the def2-TZVPD basis set.

Each line ends with the natural charge from an NBO analysis.
CARTESIAN COORDINATES (ANGSTROEM)
C: 1.15 -0.65 0.51  -0.687
C: -0.12 -0.21 -0.10  0.530
C: -0.41 1.20 -0.31  -0.762
N: -1.22 -0.99 -0.20  -0.625
H: 1.80 -0.38 -0.21  0.266
H: 1.24 0.01 1.38  0.281
H: 1.29 -1.61 0.89  0.263
H: -0.57 1.95 0.51  0.325
H: -1.26 1.39 -0.93  0.259
H: 0.54 1.82 -0.65  0.289
H: -1.06 -1.99 -0.04  0.430
H: -2.07 -0.72 -0.56  0.429

The SMILES is CC(C)=[NH2+]. The total charge is +1. The calculation puts the LUMO energy at -5.13 eV.


Model ii:
Computed, not measured: the ion C3H8N with charge +1, with ωB97M-V with the def2-TZVPD basis set.

Each line ends with the natural charge from an NBO analysis.
CARTESIAN COORDINATES (ANGSTROEM)
C: 1.01 1.11 -0.11  -0.561
C: 0.95 -0.44 -0.03  -0.238
C: -1.55 0.17 -0.15  0.103
N: -0.44 -0.81 0.33  -0.385
H: 1.18 1.38 -1.18  0.252
H: 1.66 1.65 0.59  0.278
H: -0.13 1.34 0.08  0.195
H: 1.62 -0.93 0.68  0.262
H: 1.17 -0.96 -0.92  0.227
H: -2.07 0.44 0.76  0.263
H: -2.14 -0.48 -0.75  0.199
H: -0.67 -1.77 0.15  0.405

The SMILES is C=[NH+]CC. The total charge is +1. The calculation puts the LUMO energy at -8.50 eV.


Model iii:
Computed, not measured: the ion C3H8N with charge +1, with ωB97M-V with the def2-TZVPD basis set.

Each line ends with the natural charge from an NBO analysis.
CARTESIAN COORDINATES (ANGSTROEM)
C: 0.41 -1.03 -1.07  -0.690
C: -0.11 -0.17 -0.01  0.179
C: -0.97 -0.29 1.03  -0.447
N: 0.42 1.31 0.06  -0.752
H: -0.06 -0.97 -1.99  0.262
H: 1.55 -0.95 -1.18  0.249
H: 0.32 -2.09 -0.56  0.286
H: -1.56 0.09 1.93  0.301
H: -1.07 -1.31 1.48  0.250
H: 0.66 1.74 -0.92  0.450
H: 1.40 1.30 0.40  0.437
H: -0.13 1.94 0.77  0.477

The SMILES is C=C(C)[NH3+]. The total charge is +1. The calculation puts the LUMO energy at -3.93 eV.


The structure with the least stability is model ii.


Model i:
Computed, not measured: a cluster of 2 separate species, CH3N3S in total, with ωB97M-V with the def2-TZVPD basis set.

Each line ends with the natural charge from an NBO analysis.
CARTESIAN COORDINATES (ANGSTROEM)
C: 1.81 0.59 -0.14  -0.486
N: -1.65 -0.93 -1.32  -0.062
N: -1.73 -0.63 -0.24  0.246
N: -1.62 -0.47 0.94  -0.549
S: 1.86 -1.00 -0.16  0.099
H: 1.20 1.10 -0.90  0.194
H: 2.43 1.15 0.55  0.194
H: -2.32 0.18 1.26  0.365

The total charge is 0. The calculation puts the LUMO energy at -0.26 eV.


Model ii:
Computed, not measured: an isolated molecule of CH3N3S, with ωB97M-V with the def2-TZVPD basis set.

Each line ends with the natural charge from an NBO analysis.
CARTESIAN COORDINATES (ANGSTROEM)
C: -0.70 0.44 0.04  -0.222
N: 0.07 1.51 -0.43  -0.165
N: 1.92 0.60 0.39  -0.706
N: -0.06 -0.83 -0.35  -0.859
S: 1.60 -0.77 -0.05  1.114
H: -0.64 0.37 1.12  0.183
H: -1.67 0.49 -0.31  0.239
H: -0.51 -1.81 -0.41  0.416

The total charge is 0. The calculation puts the LUMO energy (alpha / beta) at -0.56 / -0.70 eV.


The structure with the least stability is model ii.


Model i:
Computed, not measured: a cluster of 2 separate species, CH2INO2 in total, with ωB97M-V with the def2-TZVPD basis set.

Each line ends with the natural charge from an NBO analysis.
CARTESIAN COORDINATES (ANGSTROEM)
C: -0.05 -0.09 0.51  -0.414
N: -0.21 0.23 -0.89  0.480
O: -1.03 1.06 -1.05  -0.352
O: 0.36 -0.40 -1.73  -0.347
I: 1.03 -1.86 0.81  0.186
H: 0.70 1.23 1.17  0.233
H: -0.81 -0.17 1.18  0.215

The total charge is 0. The calculation puts the LUMO energy at -0.95 eV.


Model ii:
Computed, not measured: a cluster of 2 separate species, CH2INO2 in total, with ωB97M-V with the def2-TZVPD basis set.

Each line ends with the natural charge from an NBO analysis.
CARTESIAN COORDINATES (ANGSTROEM)
C: -1.23 2.00 -0.15  0.862
N: -1.96 1.28 -0.78  -0.769
O: -0.78 2.89 0.41  -0.492
O: 0.77 -0.50 0.02  -0.944
I: 2.40 0.54 -0.09  0.456
H: -1.97 0.34 -0.69  0.396
H: 0.58 -0.97 0.83  0.491

The SMILES is N=C=O.OI. The total charge is 0. The calculation puts the LUMO energy at -0.85 eV.


The structure with the least stability is model i.